# 1
One molecule with the formula C4HN3O. Source: OMol25; level of theory: wB97M-V/def2-TZVPD.

Element x y z (Å)
C (-0.812, 0.836, -0.044)
C (-1.891, -0.215, -0.050)
C (0.478, -0.207, 0.051)
C (1.901, 0.028, 0.020)
H (-2.851, 0.124, -0.121)
N (-1.478, -1.404, -0.052)
N (0.029, -1.398, 0.109)
N (3.101, 0.082, -0.079)
O (-0.847, 2.033, 0.051)

Forces on the atoms, in the same order (eV/Å):
2.050 0.224 1.031
2.242 0.272 -0.317
-1.401 0.391 -0.452
5.319 0.057 -0.407
-2.653 0.228 -0.185
0.626 0.239 0.520
-0.136 0.494 -0.327
-6.020 -0.030 0.552
-0.027 -1.874 -0.415

## Properties
structure (SMILES) = N#CC1=NN=CC1=O
HOMO energy = -0.4051 hartree
Kohn-Sham gap = 8.6189 eV
total charge = 0
relative energy (zero: lowest compared OMol25 entry of this formula, charge and spin) = 1.708 eV

---

# 2
C46H60BrN7OP2Zr as an isolated structure. Source: OMol25; level of theory: wB97M-V/def2-TZVPD.

Element x y z (Å)
Zr (-0.514, 0.374, -0.274)
N (1.349, 1.754, -0.891)
C (1.164, 2.948, -1.758)
C (0.092, 2.625, -2.773)
N (-1.070, 1.987, -2.106)
C (-2.058, 2.981, -1.612)
C (-1.645, 3.575, -0.274)
N (-0.943, 2.571, 0.590)
H (2.002, 1.986, -0.152)
H (1.852, 1.073, -1.443)
H (2.089, 3.214, -2.268)
H (0.896, 3.802, -1.139)
H (0.478, 1.925, -3.507)
H (-0.208, 3.527, -3.307)
H (-1.561, 1.472, -2.830)
H (-3.004, 2.463, -1.519)
H (-2.187, 3.788, -2.335)
H (-2.533, 3.948, 0.232)
H (-0.999, 4.436, -0.419)
H (-1.431, 2.486, 1.470)
H (-0.048, 2.962, 0.857)
C (-3.101, -1.963, 4.443)
C (-1.941, -1.112, 4.003)
C (-0.927, -0.741, 4.889)
C (0.131, 0.030, 4.445)
C (0.137, 0.409, 3.119)
Br (1.546, 1.512, 2.500)
N (-0.802, 0.078, 2.233)
C (-1.820, -0.678, 2.697)
H (-3.503, -1.615, 5.395)
H (-2.776, -2.995, 4.603)
H (-3.905, -1.977, 3.705)
H (-0.966, -1.058, 5.926)
H (0.927, 0.336, 5.110)
H (-2.567, -0.954, 1.963)
C (2.813, -2.797, -2.099)
N (1.786, -1.986, -1.397)
P (2.209, -1.119, 0.042)
C (2.388, -2.404, 1.326)
C (2.770, -1.981, 2.602)
C (3.005, -2.904, 3.613)
C (2.864, -4.264, 3.360)
C (2.504, -4.693, 2.090)
C (2.267, -3.768, 1.078)
C (3.988, -0.715, -0.244)
C (4.352, 0.402, -1.005)
C (5.670, 0.627, -1.374)
C (6.661, -0.258, -0.975)
C (6.323, -1.353, -0.192)
C (5.003, -1.581, 0.172)
P (0.585, -1.247, -2.374)
C (1.459, -0.863, -3.938)
C (2.267, 0.276, -4.027)
C (3.006, 0.550, -5.166)
C (2.947, -0.316, -6.250)
C (2.159, -1.456, -6.175)
C (1.418, -1.730, -5.033)
C (-0.505, -2.614, -2.864)
C (-1.483, -2.378, -3.834)
C (-2.294, -3.411, -4.278)
C (-2.126, -4.694, -3.764)
C (-1.155, -4.934, -2.801)
C (-0.351, -3.895, -2.345)
H (3.535, -2.171, -2.625)
H (2.335, -3.454, -2.824)
H (3.356, -3.408, -1.383)
H (2.953, -0.930, 2.795)
H (3.329, -2.564, 4.590)
H (3.060, -4.986, 4.144)
H (2.432, -5.754, 1.878)
H (2.029, -4.124, 0.083)
H (3.625, 1.137, -1.316)
H (5.923, 1.497, -1.969)
H (7.692, -0.088, -1.263)
H (7.092, -2.039, 0.143)
H (4.784, -2.449, 0.780)
H (2.366, 0.956, -3.191)
H (3.625, 1.439, -5.212)
H (3.521, -0.109, -7.144)
H (2.116, -2.143, -7.011)
H (0.830, -2.637, -5.006)
H (-1.584, -1.393, -4.285)
H (-3.038, -3.227, -5.044)
H (-2.740, -5.509, -4.128)
H (-1.007, -5.937, -2.419)
H (0.405, -4.087, -1.589)
C (-2.770, -3.127, -0.131)
C (-1.435, -2.780, 0.433)
N (-0.899, -3.630, 1.267)
O (-0.826, -1.686, 0.190)
H (-3.096, -4.111, 0.200)
H (-2.710, -3.122, -1.217)
H (-3.508, -2.384, 0.170)
H (-1.343, -4.517, 1.450)
H (0.025, -3.479, 1.644)
C (-5.461, 3.077, 0.439)
N (-5.232, 2.301, 1.701)
C (-6.540, 1.883, 2.314)
C (-4.190, 1.172, 1.616)
C (-4.068, 0.424, 0.300)
C (-5.231, -0.170, -0.199)
C (-5.276, -0.764, -1.451)
C (-4.112, -0.812, -2.198)
C (-2.941, -0.330, -1.637)
C (-2.846, 0.319, -0.398)
H (-6.137, 3.901, 0.657)
H (-5.907, 2.438, -0.312)
H (-4.515, 3.470, 0.074)
H (-4.837, 2.966, 2.364)
H (-7.104, 1.273, 1.616)
H (-7.117, 2.778, 2.542)
H (-6.356, 1.332, 3.234)
H (-4.440, 0.494, 2.430)
H (-3.240, 1.637, 1.860)
H (-6.137, -0.168, 0.399)
H (-6.199, -1.188, -1.829)
H (-4.106, -1.256, -3.187)
H (-2.044, -0.456, -2.247)

Forces on the atoms, in the same order (eV/Å):
-0.698 0.152 0.182
-0.265 0.298 -0.248
-0.165 0.003 0.024
0.039 0.055 0.078
-0.117 -0.034 0.163
0.073 0.043 0.054
0.030 -0.124 -0.112
-0.054 0.138 -0.257
0.033 -0.084 0.253
0.144 -0.196 -0.134
0.090 0.007 0.004
0.021 -0.016 0.046
0.002 -0.071 -0.058
-0.041 0.019 -0.030
-0.026 -0.095 -0.022
-0.116 -0.059 0.000
0.008 0.003 -0.079
0.072 0.056 0.086
0.058 0.044 0.059
-0.084 -0.111 0.148
0.125 0.051 0.098
0.082 -0.046 0.031
-0.064 -0.046 0.070
0.033 -0.029 0.068
-0.007 -0.059 0.212
-0.101 0.191 -0.375
0.083 0.076 0.232
0.325 0.063 -0.057
0.024 -0.031 -0.093
-0.008 0.017 -0.059
-0.020 0.062 -0.022
0.047 0.012 0.020
0.009 0.032 -0.055
-0.030 -0.004 -0.033
0.016 0.027 -0.001
0.008 -0.015 0.004
0.076 0.471 -0.074
0.350 -0.755 -0.413
-0.157 0.237 0.112
0.033 -0.041 0.050
-0.014 0.042 -0.017
0.009 0.001 0.059
-0.053 -0.070 -0.027
-0.012 -0.088 -0.091
-0.220 0.257 0.059
0.068 -0.024 0.063
-0.028 0.041 -0.016
0.025 -0.009 0.010
0.034 -0.022 0.027
0.000 -0.005 -0.013
0.886 -0.735 -0.047
-0.259 0.319 0.063
0.054 -0.104 -0.004
0.012 0.057 0.023
-0.009 -0.040 0.007
-0.014 -0.030 -0.061
0.029 -0.027 0.029
-0.121 0.187 -0.038
0.033 -0.022 -0.017
-0.021 -0.008 0.007
0.010 -0.029 0.019
0.009 -0.026 0.003
0.054 -0.055 0.109
-0.035 0.056 0.026
-0.031 -0.025 0.019
0.012 -0.012 0.028
-0.029 -0.027 0.014
-0.028 -0.023 -0.049
0.000 0.043 -0.061
0.009 0.060 0.006
-0.091 0.002 0.055
0.098 -0.028 -0.075
-0.004 -0.051 0.050
-0.068 -0.017 0.033
-0.043 0.037 -0.031
-0.046 -0.011 -0.009
0.035 0.016 -0.019
-0.020 -0.076 0.007
-0.031 -0.002 0.030
0.021 0.042 0.042
-0.033 0.023 0.017
0.000 -0.056 -0.005
0.035 -0.016 0.019
0.021 0.046 0.011
-0.020 0.053 -0.017
-0.048 0.007 -0.101
0.009 -0.018 -0.130
-0.034 0.333 0.049
0.089 -0.257 0.132
-0.254 -0.265 -0.348
0.020 0.041 -0.002
-0.038 0.031 -0.064
-0.032 0.093 0.013
-0.024 -0.028 0.011
0.283 0.088 0.065
0.038 0.032 -0.009
-0.087 -0.095 -0.111
-0.177 -0.023 0.027
0.071 -0.096 -0.120
-0.162 0.302 0.088
-0.122 0.000 0.025
-0.026 -0.017 0.037
-0.041 -0.100 -0.111
0.192 0.344 0.070
-0.035 -0.143 0.117
0.027 -0.009 0.070
-0.034 -0.146 -0.019
-0.045 -0.073 0.049
0.013 0.020 0.086
0.079 -0.003 -0.060
0.054 0.019 -0.031
0.075 0.016 -0.035
-0.062 0.050 0.097
0.081 0.054 0.029
0.037 0.031 -0.050
0.048 0.051 0.034
-0.012 0.011 0.074
0.066 -0.141 0.009

## Properties
HOMO energy = -0.6483 hartree
Kohn-Sham gap = 7.2473 eV
total charge = +4

---

# 3
A 2-piece molecular cluster, C5H14NO2 overall. Source: OMol25; level of theory: wB97M-V/def2-TZVPD.

Element x y z (Å)
C (0.617, -2.517, 0.630)
C (-0.090, -1.250, 0.220)
C (-0.035, -0.123, 1.268)
C (-0.652, 1.200, 0.965)
C (-1.847, 1.147, 0.028)
O (-1.652, 0.544, -1.104)
N (0.408, -0.787, -1.135)
H (1.406, -2.482, 1.391)
H (1.029, -3.022, -0.252)
H (-0.188, -3.116, 1.104)
H (-1.148, -1.446, 0.065)
H (1.102, 0.054, 1.707)
H (-0.164, -0.539, 2.310)
H (0.151, 1.799, 0.482)
H (-0.926, 1.793, 1.881)
H (-2.794, 1.683, 0.086)
H (1.163, -0.083, -1.017)
H (-0.419, -0.307, -1.602)
H (0.717, -1.596, -1.736)
H (1.884, 2.394, -0.961)
H (3.069, 1.730, -0.137)
O (2.287, 1.565, -0.671)

Forces on the atoms, in the same order (eV/Å):
-0.593 -0.987 0.667
0.108 1.068 0.345
3.877 -1.121 2.990
-1.337 2.106 0.007
0.255 -0.571 0.268
-0.093 -0.284 -1.458
1.151 -1.036 -0.652
-0.030 0.627 -0.316
-0.244 -0.264 0.313
0.684 -0.205 -0.426
0.006 -0.054 -0.222
-1.614 -0.106 -2.188
-1.684 -0.093 -1.148
-0.261 -0.021 0.033
0.327 -0.793 -0.576
0.284 0.337 0.775
-0.271 -0.409 -0.227
-0.524 0.849 0.960
-0.105 1.096 1.009
0.326 -0.055 0.293
-0.149 0.351 -0.075
-0.113 -0.434 -0.372

## Properties
HOMO energy (spin up / spin down) = -0.1473 / -0.2783 hartree
multiplicity = 2
Kohn-Sham gap (spin up / spin down) = 4.4252 / 7.8984 eV
total charge = 0
relative energy (zero: lowest compared OMol25 entry of this formula, charge and spin) = 1.403 eV

---

# 4
A 2-piece molecular cluster, C8H18NS overall. Source: OMol25; level of theory: wB97M-V/def2-TZVPD.

Element x y z (Å)
C (2.865, 0.860, -0.594)
C (-2.775, 0.569, 0.526)
C (0.125, 1.491, 0.779)
C (-0.552, 0.792, -1.537)
C (0.783, -1.805, -0.976)
C (1.278, -1.241, 1.214)
C (-1.546, -0.304, 0.597)
C (-0.331, 0.319, -0.101)
N (0.801, -0.739, -0.003)
S (3.907, 0.505, 0.417)
H (2.210, 1.448, -1.183)
H (-3.278, 0.581, -0.515)
H (-2.620, 1.707, 0.686)
H (-3.426, 0.111, 1.262)
H (1.171, 1.437, 0.876)
H (-0.106, 2.460, 0.168)
H (-0.436, 1.571, 1.734)
H (-0.568, 0.004, -2.287)
H (0.150, 1.410, -1.869)
H (-1.625, 1.243, -1.628)
H (0.336, -1.502, -1.908)
H (1.776, -2.027, -1.354)
H (0.426, -2.795, -0.619)
H (0.907, -2.321, 1.285)
H (2.408, -1.225, 1.175)
H (1.006, -0.762, 2.239)
H (-1.800, -1.236, 0.060)
H (-1.086, -0.550, 1.557)

Forces on the atoms, in the same order (eV/Å):
-0.233 -0.573 1.523
-0.712 1.670 -0.823
-2.123 2.159 -1.619
-4.695 -2.626 0.853
0.552 -0.768 -1.025
-0.020 -1.088 2.793
0.879 -0.313 -2.015
0.710 -0.778 0.915
-0.286 1.892 -1.834
-0.036 -0.190 -0.592
-0.232 0.119 -0.827
0.773 -0.579 1.708
-0.072 -1.933 0.375
-0.734 0.633 -0.039
1.133 0.191 0.739
0.422 -1.455 1.376
0.724 -0.113 -0.513
-0.210 -0.264 0.207
2.796 3.115 -1.137
2.211 -0.383 0.275
-0.754 -0.099 0.077
0.682 -0.038 0.438
-0.354 0.770 -0.050
0.950 1.225 0.326
-0.561 -0.412 0.230
0.176 -0.255 -2.151
0.153 0.071 0.435
-1.140 0.024 0.355

## Properties
HOMO energy (spin up / spin down) = -0.4632 / -0.4632 hartree
Kohn-Sham gap (spin up / spin down) = 6.7010 / 6.7030 eV
total charge = +1
relative energy (zero: lowest compared OMol25 entry of this formula, charge and spin) = 3.451 eV

---

> Which value of total charge does entry 2 give?

+4